C21H29FN4O in the gas phase. Source: the Open Molecules 2025 dataset; level of theory: wB97M-V/def2-TZVPD.

Cartesian coordinates (Å):
C  -6.796  -1.083  -0.022
C  -7.303  -0.004  0.926
C  -6.380  0.187  2.133
N  -5.100  0.707  1.731
N  -5.017  1.968  1.303
C  -3.764  2.160  0.958
C  -2.999  0.994  1.163
C  -1.549  0.759  1.029
O  -0.939  0.129  1.881
N  -0.923  1.268  -0.067
C  -1.615  1.881  -1.173
C  0.524  1.151  -0.142
C  1.204  2.484  -0.446
C  2.712  2.259  -0.444
C  3.076  1.173  -1.449
N  2.406  -0.067  -1.106
C  2.858  -1.182  -1.923
C  4.295  -1.511  -1.629
C  5.321  -1.209  -2.514
C  6.640  -1.498  -2.209
C  6.959  -2.095  -1.002
C  5.956  -2.412  -0.103
C  4.645  -2.117  -0.428
F  3.678  -2.453  0.447
C  0.968  0.091  -1.159
C  -3.907  0.078  1.687
C  -3.681  -1.321  2.123
H  -5.807  -0.830  -0.395
H  -6.742  -2.045  0.485
H  -7.465  -1.182  -0.873
H  -7.373  0.949  0.398
H  -8.298  -0.268  1.289
H  -6.227  -0.761  2.652
H  -6.831  0.907  2.823
H  -3.446  3.123  0.611
H  -1.631  2.972  -1.086
H  -1.118  1.617  -2.106
H  -2.641  1.521  -1.219
H  0.845  0.803  0.846
H  0.895  2.854  -1.427
H  0.924  3.225  0.305
H  3.236  3.182  -0.697
H  3.031  1.938  0.548
H  4.154  0.998  -1.427
H  2.804  1.506  -2.471
H  2.237  -2.046  -1.667
H  2.740  -0.975  -3.003
H  5.077  -0.743  -3.458
H  7.419  -1.254  -2.914
H  7.987  -2.318  -0.760
H  6.174  -2.884  0.842
H  0.502  -0.862  -0.896
H  0.636  0.372  -2.178
H  -4.166  -2.030  1.452
H  -4.066  -1.477  3.130
H  -2.611  -1.508  2.132

The HOMO-LUMO gap comes out at 9.439 eV. The calculation puts the LUMO energy at 0.820 eV. Its SMILES is CCCn1ncc(C(=O)N(C)[C@@H]2CCCN(Cc3ccccc3F)C2)c1C. The calculation puts the maximum force at 0.0169 Eh/bohr. As for the spin multiplicity: 1. For the relative energy (zero: lowest compared OMol25 entry of this formula, charge and spin), the calculation gives 47.2 kJ/mol. The HOMO energy is -8.62 eV.

---

A molecular structure, C3H3Br4NO3. Source: the Open Molecules 2025 dataset; level of theory: wB97M-V/def2-TZVPD.

Cartesian coordinates (Å):
C  -1.558  -0.496  -1.029
C  -1.707  0.130  0.152
C  1.292  0.898  0.260
N  1.396  -0.353  0.252
O  1.734  -0.983  -1.010
O  1.400  -1.075  1.265
O  1.026  1.570  1.398
Br  -1.452  -2.388  -1.176
Br  -1.859  2.054  0.237
Br  -1.610  -0.684  1.841
Br  1.231  1.859  -1.315
H  -2.115  -0.025  -1.868
H  0.957  -1.525  -1.204
H  1.264  1.018  2.198

The HOMO-LUMO gap comes out at 8.893 eV. The calculation puts the LUMO energy at 0.187 eV. The calculation puts the maximum force at 0.0617 Eh/bohr. As for the spin multiplicity: 1. For the relative energy (zero: lowest compared OMol25 entry of this formula, charge and spin), the calculation gives 167.5 kJ/mol. The HOMO energy is -8.71 eV.

---

CCl2FNO2 in the gas phase. Source: the Open Molecules 2025 dataset; level of theory: wB97M-V/def2-TZVPD.

Cartesian coordinates (Å):
O  1.869  0.343  0.052
N  0.915  -0.277  -0.265
O  0.828  -1.132  -1.091
C  -0.467  0.176  0.326
F  -0.413  0.443  1.628
Cl  -1.772  -1.143  0.045
Cl  -0.960  1.590  -0.697

The HOMO-LUMO gap comes out at 11.178 eV. The calculation puts the LUMO energy at -0.641 eV. Its SMILES is O=[N+]([O-])C(F)(Cl)Cl. The calculation puts the maximum force at 0.0467 Eh/bohr. As for the spin multiplicity: 1. For the relative energy (zero: lowest compared OMol25 entry of this formula, charge and spin), the calculation gives 5.8 kJ/mol. The HOMO energy is -11.82 eV.

---

2 unconnected molecules or ions with the total composition C2H4P2. Source: the Open Molecules 2025 dataset; level of theory: wB97M-V/def2-TZVPD.

Cartesian coordinates (Å):
C  -0.392  0.188  -1.738
C  0.616  1.050  0.601
P  1.122  2.061  1.793
P  0.232  1.526  -0.993
H  -0.527  0.178  -2.820
H  -0.203  -0.874  -1.362
H  -0.025  -0.518  1.390
H  0.838  1.221  2.779

The HOMO-LUMO gap (alpha / beta) comes out at 8.061 / 8.060 eV. The calculation puts the LUMO energy (alpha / beta) at -1.022 / -1.022 eV. The calculation puts the maximum force at 0.1013 Eh/bohr. As for the spin multiplicity: 1. For the relative energy (zero: lowest compared OMol25 entry of this formula, charge and spin), the calculation gives 426.3 kJ/mol. The HOMO energy (alpha / beta) is -9.08 / -9.08 eV.